*P*
# C9H14

2 unconnected molecules or ions with the total composition C9H14 (ωB97M-V/def2-TZVPD, the OMol25 dataset).

LUMO   1.0 eV
SMILES   Cc1ccccc1.CC
Net charge   0
HOMO level   -9.098 eV
Kohn-Sham gap   10.072 eV

Cartesian coordinates (Å):
1 C -0.914 -3.071 -0.226
2 C -0.953 -1.657 -0.841
3 C -0.926 -1.341 -2.242
4 C -0.980 -0.051 -2.651
5 C -1.166 0.913 -1.605
6 C -1.355 0.583 -0.293
7 C -1.273 -0.777 0.138
8 H -0.160 -3.090 0.656
9 H -0.133 -3.724 -0.916
10 H -1.791 -3.550 0.064
11 H -0.933 -2.216 -2.797
12 H -1.115 0.273 -3.728
13 H -1.240 2.042 -1.831
14 H -1.683 1.336 0.527
15 H -1.186 -1.171 1.145
16 C 1.747 2.769 1.862
17 C 2.250 1.240 1.819
18 H 0.696 2.813 2.014
19 H 2.328 3.229 2.484
20 H 1.711 3.203 0.804
21 H 2.908 0.750 1.004
22 H 1.431 0.549 1.794
23 H 2.738 0.947 2.819


*Q*
# C9H14

2 unconnected molecules or ions with the total composition C9H14 (ωB97M-V/def2-TZVPD, the OMol25 dataset).

LUMO   1.0 eV
SMILES   Cc1ccccc1.CC
Net charge   0
HOMO level   -9.085 eV
Kohn-Sham gap   10.128 eV

Cartesian coordinates (Å):
1 C 1.573 -0.893 -2.093
2 C 0.640 -1.100 -0.922
3 C -0.743 -1.118 -1.133
4 C -1.596 -1.322 -0.068
5 C -1.110 -1.435 1.233
6 C 0.254 -1.404 1.442
7 C 1.129 -1.272 0.361
8 H 1.621 0.162 -2.352
9 H 1.213 -1.410 -2.980
10 H 2.581 -1.253 -1.862
11 H -1.064 -0.969 -2.158
12 H -2.653 -1.453 -0.237
13 H -1.789 -1.593 2.065
14 H 0.727 -1.547 2.399
15 H 2.197 -1.317 0.545
16 C -0.416 2.183 1.463
17 C -0.270 2.373 -0.043
18 H -1.433 2.412 1.798
19 H -0.396 1.113 1.682
20 H 0.296 2.711 2.088
21 H 0.731 2.107 -0.359
22 H -0.550 3.376 -0.365
23 H -0.940 1.648 -0.503


*Q* is the most stable structure; the next one sits 0.0937 hartree above it.


*P*
# C9H14

2 unconnected molecules or ions with the total composition C9H14 (ωB97M-V/def2-TZVPD, the OMol25 dataset).

LUMO   1.0 eV
SMILES   Cc1ccccc1.CC
Net charge   0
HOMO level   -8.965 eV
Kohn-Sham gap   9.982 eV

Cartesian coordinates (Å):
1 C 2.064 -0.210 -0.246
2 C 0.778 -0.629 0.451
3 C 0.299 -1.925 0.301
4 C -0.958 -2.293 0.801
5 C -1.639 -1.346 1.546
6 C -1.178 -0.049 1.710
7 C 0.105 0.268 1.268
8 H 2.818 -0.973 -0.040
9 H 2.410 0.584 0.366
10 H 2.016 -0.003 -1.297
11 H 0.938 -2.706 -0.093
12 H -1.180 -3.346 0.832
13 H -2.584 -1.574 2.029
14 H -1.751 0.726 2.197
15 H 0.508 1.262 1.426
16 C 0.663 2.007 -2.267
17 C -0.636 2.814 -2.124
18 H 1.241 2.127 -1.363
19 H 0.448 1.046 -2.736
20 H 1.303 2.359 -3.092
21 H -0.738 3.340 -1.172
22 H -1.462 2.108 -2.055
23 H -0.831 3.544 -2.893


*Q*
# C9H14

2 unconnected molecules or ions with the total composition C9H14 (ωB97M-V/def2-TZVPD, the OMol25 dataset).

LUMO   1.0 eV
SMILES   Cc1ccccc1.CC
Net charge   0
HOMO level   -8.966 eV
Kohn-Sham gap   9.946 eV

Cartesian coordinates (Å):
1 C -1.470 0.211 -2.319
2 C -0.375 -0.378 -1.574
3 C 0.441 0.512 -0.855
4 C 1.496 0.032 -0.024
5 C 1.790 -1.319 0.058
6 C 0.971 -2.193 -0.726
7 C -0.058 -1.685 -1.525
8 H -1.481 -0.184 -3.373
9 H -1.347 1.263 -2.381
10 H -2.359 0.109 -1.663
11 H 0.194 1.508 -0.789
12 H 2.178 0.904 0.422
13 H 2.740 -1.658 0.486
14 H 1.079 -3.204 -0.517
15 H -0.640 -2.402 -2.141
16 C -0.885 2.426 2.484
17 C -1.041 1.218 3.305
18 H 0.067 2.815 2.668
19 H -1.048 2.044 1.455
20 H -1.559 3.293 2.487
21 H -0.183 0.594 3.094
22 H -1.838 0.542 3.044
23 H -1.013 1.425 4.264


*P* is the most stable structure; the next one sits 0.0251 hartree above it.


*P*
# C9H14

2 unconnected molecules or ions with the total composition C9H14 (ωB97M-V/def2-TZVPD, the OMol25 dataset).

LUMO   1.0 eV
SMILES   Cc1ccccc1.CC
Net charge   0
HOMO level   -9.109 eV
Kohn-Sham gap   10.120 eV

Cartesian coordinates (Å):
1 C 1.149 1.058 0.178
2 C 0.412 0.458 1.334
3 C 0.561 -0.891 1.650
4 C -0.210 -1.472 2.648
5 C -1.222 -0.742 3.259
6 C -1.458 0.573 2.904
7 C -0.620 1.145 1.949
8 H 0.927 2.130 0.170
9 H 0.941 0.747 -0.842
10 H 2.238 1.064 0.275
11 H 1.336 -1.486 1.191
12 H -0.232 -2.536 2.853
13 H -1.823 -1.240 4.012
14 H -2.197 1.191 3.394
15 H -0.853 2.168 1.661
16 C -0.525 0.148 -3.460
17 C 0.794 -0.640 -3.220
18 H -0.801 0.050 -4.487
19 H -1.257 -0.179 -2.732
20 H -0.408 1.228 -3.336
21 H 1.663 -0.119 -2.835
22 H 1.032 -1.255 -4.088
23 H 0.552 -1.400 -2.478


*Q*
# C9H14

2 unconnected molecules or ions with the total composition C9H14 (ωB97M-V/def2-TZVPD, the OMol25 dataset).

LUMO   1.0 eV
SMILES   Cc1ccccc1.CC
Net charge   0
HOMO level   -8.796 eV
Kohn-Sham gap   9.791 eV

Cartesian coordinates (Å):
1 C 1.839 0.723 -2.322
2 C 0.924 1.013 -1.228
3 C -0.439 0.733 -1.352
4 C -1.285 0.640 -0.191
5 C -0.758 0.913 1.027
6 C 0.639 1.425 1.197
7 C 1.423 1.369 0.092
8 H 2.437 1.663 -2.776
9 H 1.456 0.524 -3.326
10 H 2.744 0.139 -2.094
11 H -0.847 0.535 -2.323
12 H -2.321 0.247 -0.238
13 H -1.418 1.001 1.965
14 H 1.077 1.555 2.230
15 H 2.546 1.460 0.240
16 C -1.871 -2.790 1.306
17 C -0.342 -2.588 1.294
18 H -2.088 -3.763 1.147
19 H -2.347 -2.233 2.088
20 H -2.196 -2.263 0.424
21 H -0.006 -2.106 0.323
22 H 0.139 -3.574 1.398
23 H 0.037 -1.811 2.009


*R*
# C9H14

2 unconnected molecules or ions with the total composition C9H14 (ωB97M-V/def2-TZVPD, the OMol25 dataset).

LUMO   0.9 eV
SMILES   Cc1ccccc1.CC
Net charge   0
HOMO level   -8.895 eV
Kohn-Sham gap   9.820 eV

Cartesian coordinates (Å):
1 C -1.946 -1.061 -0.321
2 C -1.054 0.078 -0.593
3 C -0.603 0.329 -1.912
4 C 0.140 1.448 -2.233
5 C 0.229 2.462 -1.163
6 C -0.429 2.328 0.003
7 C -1.180 1.144 0.300
8 H -2.769 -0.917 -1.118
9 H -2.468 -1.260 0.558
10 H -1.479 -2.049 -0.501
11 H -0.599 -0.533 -2.638
12 H 0.626 1.644 -3.177
13 H 0.671 3.511 -1.623
14 H -0.232 3.047 0.766
15 H -1.920 0.840 1.116
16 C 1.675 -1.052 2.226
17 C 1.597 -1.782 0.828
18 H 0.813 -1.314 2.832
19 H 2.711 -1.167 2.671
20 H 1.681 0.161 2.186
21 H 0.704 -1.261 0.464
22 H 2.585 -1.768 0.388
23 H 1.247 -2.827 0.941


*S*
# C9H14

2 unconnected molecules or ions with the total composition C9H14 (ωB97M-V/def2-TZVPD, the OMol25 dataset).

LUMO   1.0 eV
SMILES   Cc1ccccc1.CC
Net charge   0
HOMO level   -8.747 eV
Kohn-Sham gap   9.700 eV

Cartesian coordinates (Å):
1 C -2.548 -1.257 0.901
2 C -1.094 -1.210 0.596
3 C 0.036 -1.222 1.514
4 C 1.282 -1.091 0.964
5 C 1.593 -0.861 -0.459
6 C 0.440 -0.719 -1.249
7 C -0.834 -0.949 -0.760
8 H -3.118 -0.759 0.138
9 H -2.866 -0.760 1.742
10 H -2.932 -2.253 0.853
11 H -0.214 -1.190 2.697
12 H 2.242 -1.340 1.511
13 H 2.665 -1.280 -0.618
14 H 0.620 -0.292 -2.232
15 H -1.649 -1.371 -1.448
16 C 0.046 2.939 -1.125
17 C 1.246 2.947 -0.155
18 H 0.460 2.900 -2.233
19 H -0.696 2.199 -0.755
20 H -0.516 4.040 -1.277
21 H 1.468 1.813 0.196
22 H 1.300 3.522 0.731
23 H 2.240 3.309 -0.654


*P* is the most stable structure; the next one sits 0.0438 hartree above it.


*P*
# C9H14

2 unconnected molecules or ions with the total composition C9H14 (ωB97M-V/def2-TZVPD, the OMol25 dataset).

LUMO   1.0 eV
SMILES   Cc1ccccc1.CC
Net charge   0
HOMO level   -9.018 eV
Kohn-Sham gap   10.005 eV

Cartesian coordinates (Å):
1 C -1.626 -1.856 0.258
2 C -0.298 -1.292 0.688
3 C -0.230 -0.190 1.556
4 C 0.888 0.628 1.630
5 C 2.063 0.144 1.065
6 C 2.050 -0.866 0.101
7 C 0.857 -1.574 -0.047
8 H -1.759 -2.940 0.265
9 H -1.932 -1.424 -0.697
10 H -2.345 -1.510 1.013
11 H -1.119 0.109 2.099
12 H 0.939 1.620 2.050
13 H 2.842 0.911 1.208
14 H 2.883 -1.179 -0.516
15 H 0.820 -2.500 -0.610
16 C -1.492 2.142 -1.269
17 C -1.005 1.962 -2.767
18 H -1.008 3.108 -1.054
19 H -2.563 2.352 -1.329
20 H -1.265 1.327 -0.599
21 H -1.389 1.085 -3.264
22 H 0.068 2.013 -2.787
23 H -1.447 2.886 -3.130


*Q*
# C9H14

2 unconnected molecules or ions with the total composition C9H14 (ωB97M-V/def2-TZVPD, the OMol25 dataset).

LUMO   1.0 eV
SMILES   Cc1ccccc1.CC
Net charge   0
HOMO level   -9.001 eV
Kohn-Sham gap   10.029 eV

Cartesian coordinates (Å):
1 C 2.326 2.501 -0.128
2 C 1.515 1.349 -0.643
3 C 1.259 0.253 0.177
4 C 0.615 -0.883 -0.293
5 C 0.224 -0.952 -1.623
6 C 0.594 0.070 -2.492
7 C 1.183 1.220 -1.984
8 H 2.609 3.233 -0.883
9 H 3.250 2.146 0.327
10 H 1.792 3.049 0.650
11 H 1.497 0.276 1.234
12 H 0.575 -1.736 0.337
13 H -0.402 -1.740 -2.018
14 H 0.307 0.000 -3.532
15 H 1.353 2.043 -2.672
16 C -2.648 -0.650 1.822
17 C -2.049 -2.037 1.623
18 H -1.957 0.126 1.497
19 H -3.547 -0.529 1.230
20 H -2.742 -0.445 2.870
21 H -2.221 -2.411 0.604
22 H -0.978 -2.022 1.766
23 H -2.554 -2.860 2.134


*R*
# C9H14

2 unconnected molecules or ions with the total composition C9H14 (ωB97M-V/def2-TZVPD, the OMol25 dataset).

LUMO   0.9 eV
SMILES   Cc1ccccc1.CC
Net charge   0
HOMO level   -9.025 eV
Kohn-Sham gap   9.925 eV

Cartesian coordinates (Å):
1 C -0.720 1.154 -1.779
2 C -0.241 0.936 -0.327
3 C -1.088 0.825 0.765
4 C -0.763 0.913 2.129
5 C 0.623 1.204 2.345
6 C 1.439 1.538 1.236
7 C 1.022 1.363 -0.111
8 H 0.103 0.916 -2.525
9 H -1.038 2.296 -1.895
10 H -1.533 0.450 -2.077
11 H -2.166 0.624 0.428
12 H -1.579 0.861 2.998
13 H 0.994 0.999 3.363
14 H 2.463 1.875 1.365
15 H 1.780 1.606 -0.926
16 C -0.375 -3.882 -1.454
17 C 0.291 -2.530 -1.476
18 H 0.190 -4.851 -1.548
19 H -1.199 -3.663 -0.773
20 H -0.994 -3.964 -2.400
21 H 1.043 -2.553 -0.474
22 H 1.075 -2.083 -2.045
23 H -0.260 -1.635 -1.461


*S*
# C9H14

2 unconnected molecules or ions with the total composition C9H14 (ωB97M-V/def2-TZVPD, the OMol25 dataset).

LUMO   1.0 eV
SMILES   Cc1ccccc1.CC
Net charge   0
HOMO level   -8.717 eV
Kohn-Sham gap   9.677 eV

Cartesian coordinates (Å):
1 C 1.455 1.057 3.020
2 C 0.950 1.109 1.647
3 C 1.853 1.531 0.612
4 C 1.376 1.924 -0.607
5 C -0.047 1.844 -0.849
6 C -0.866 1.199 0.090
7 C -0.402 0.885 1.330
8 H 1.083 0.217 3.593
9 H 1.094 1.961 3.506
10 H 2.653 0.996 3.080
11 H 2.945 1.173 0.636
12 H 2.011 1.871 -1.506
13 H -0.374 2.093 -1.853
14 H -1.933 0.939 -0.193
15 H -1.190 0.238 1.906
16 C -1.258 -2.909 -1.277
17 C -1.385 -1.799 -2.326
18 H -1.546 -2.498 -0.279
19 H -2.071 -3.719 -1.421
20 H -0.347 -3.484 -1.127
21 H -0.617 -0.982 -2.116
22 H -2.290 -1.394 -2.512
23 H -1.091 -2.252 -3.356


*Q* is the most stable structure; the next one sits 0.0239 hartree above it.